Computed, not measured: 8 unconnected molecules or ions with the total composition C52H77N3O23, with the ωB97M-V functional and the def2-TZVPD basis.

Structure (XYZ):
```
155
Properties=species:S:1:pos:R:3:mulliken_charge:R:1
C -4.301 -5.006 0.293 -0.565
C -4.119 -5.733 -1.010 0.506
O -5.000 -6.376 -1.519 -0.579
O -2.896 -5.600 -1.521 -0.128
C -2.727 -6.060 -2.875 -0.650
C -1.332 -5.676 -3.392 -0.545
C -0.291 -5.377 -2.318 -0.711
C 0.971 -4.709 -2.880 -0.239
C 0.689 -3.243 -3.206 -0.317
C 1.924 -2.478 -3.656 -1.388
C 1.688 -0.990 -3.989 0.633
C 0.669 -0.911 -5.045 -0.353
N -0.123 -0.847 -5.871 -0.712
C 1.328 -0.059 -2.760 3.326
C -0.131 -0.192 -2.565 -0.924
N -1.241 -0.339 -2.322 -0.607
C 1.834 1.370 -3.090 -1.546
C 0.965 2.287 -3.973 -0.765
C 0.426 3.553 -3.267 -0.441
C -1.074 3.748 -3.455 -1.098
N -1.786 2.535 -3.064 -0.063
C 2.012 -0.577 -1.486 -2.238
C 1.859 0.256 -0.228 0.308
C 0.904 1.254 -0.043 0.056
C 0.840 1.932 1.162 -1.329
C 1.712 1.633 2.197 -0.994
C 2.668 0.638 2.038 0.687
C 3.645 0.281 3.126 -1.450
C 2.723 -0.033 0.823 -0.702
H -4.678 -5.732 1.012 -0.039
H -3.401 -4.519 0.651 0.292
H -5.106 -4.288 0.142 0.297
H -2.885 -7.135 -2.934 0.359
H -3.492 -5.575 -3.480 0.373
H -0.971 -6.527 -3.975 0.295
H -1.429 -4.851 -4.096 0.241
H -0.726 -4.663 -1.615 0.335
H -0.052 -6.266 -1.732 0.428
H 1.344 -5.253 -3.748 0.435
H 1.737 -4.728 -2.104 0.035
H 0.257 -2.795 -2.307 0.176
H -0.088 -3.156 -3.968 0.336
H 2.278 -2.953 -4.575 0.716
H 2.748 -2.588 -2.953 -0.044
H 2.602 -0.610 -4.449 0.842
H 2.781 1.215 -3.608 0.539
H 2.083 1.918 -2.185 0.738
H 0.137 1.749 -4.435 0.362
H 1.590 2.638 -4.796 0.425
H 0.916 4.424 -3.718 0.375
H 0.688 3.584 -2.208 0.095
H -1.292 3.996 -4.497 0.299
H -1.420 4.577 -2.833 0.501
H -2.253 2.064 -3.818 0.088
H -2.443 2.682 -2.316 0.098
H 1.682 -1.587 -1.246 0.427
H 3.081 -0.657 -1.706 0.589
H 0.210 1.521 -0.828 0.540
H 0.104 2.707 1.322 0.511
H 1.653 2.190 3.123 0.486
H 3.713 -0.806 3.184 0.431
H 3.290 0.617 4.101 0.385
H 4.647 0.656 2.929 0.338
H 3.478 -0.802 0.691 0.567
C 0.093 5.221 5.566 -1.601
C 1.096 5.485 4.471 0.988
C 1.120 6.910 3.959 -0.556
O 1.522 6.738 2.591 -0.437
C 1.121 5.501 2.197 0.578
O 1.104 5.117 1.075 -0.510
O 0.757 4.764 3.269 -0.271
H 0.191 4.204 5.945 0.382
H 0.247 5.914 6.393 0.393
H -0.922 5.335 5.187 0.363
H 2.096 5.169 4.774 -0.008
H 1.833 7.540 4.487 0.307
H 0.135 7.381 3.973 0.377
C 7.698 -5.833 -1.059 -1.460
C 6.491 -4.966 -1.308 0.537
C 5.252 -5.360 -0.530 -0.569
O 4.197 -4.943 -1.407 -0.236
C 4.676 -4.976 -2.675 0.576
O 4.011 -4.895 -3.656 -0.476
O 6.022 -5.103 -2.664 -0.372
H 8.572 -5.444 -1.581 0.356
H 7.922 -5.873 0.007 0.371
H 7.518 -6.844 -1.425 0.357
H 6.732 -3.912 -1.146 0.254
H 5.161 -4.861 0.431 0.329
H 5.180 -6.441 -0.390 0.299
C 5.304 0.079 8.605 -1.452
C 6.229 0.174 7.418 0.540
C 6.035 1.405 6.555 -0.480
O 6.423 0.931 5.261 -0.260
C 6.197 -0.403 5.224 0.667
O 6.196 -1.051 4.229 -0.562
O 5.964 -0.879 6.468 -0.358
H 5.554 -0.779 9.227 0.354
H 5.377 0.980 9.214 0.372
H 4.274 -0.044 8.271 0.354
H 7.272 0.081 7.732 0.256
H 6.652 2.250 6.847 0.336
H 4.988 1.717 6.512 0.262
C 6.397 6.137 1.459 -1.564
C 5.397 5.647 2.474 0.619
C 4.726 6.737 3.282 -0.428
O 4.448 6.068 4.522 -0.359
C 5.374 5.085 4.674 0.645
O 5.557 4.488 5.685 -0.545
O 6.040 4.885 3.519 -0.369
H 6.774 5.312 0.856 0.375
H 5.932 6.865 0.794 0.384
H 7.248 6.599 1.958 0.370
H 4.654 4.999 2.002 0.234
H 3.804 7.096 2.834 0.315
H 5.392 7.580 3.480 0.331
C -6.105 -8.518 3.775 -1.411
C -6.994 -7.319 3.993 0.512
C -6.343 -5.983 3.697 -0.240
O -7.026 -5.104 4.596 -0.341
C -7.435 -5.841 5.660 0.600
O -7.832 -5.391 6.683 -0.523
O -7.324 -7.163 5.385 -0.353
H -6.658 -9.444 3.922 0.347
H -5.703 -8.512 2.761 0.361
H -5.279 -8.510 4.488 0.364
H -7.929 -7.427 3.438 0.257
H -6.481 -5.658 2.669 0.141
H -5.278 -5.975 3.943 0.290
C -7.131 -0.915 -2.383 -1.523
C -6.376 0.121 -3.176 0.569
C -4.885 -0.121 -3.285 -0.649
O -4.367 1.213 -3.389 -0.149
C -5.232 2.034 -2.755 0.535
O -4.996 3.160 -2.446 -0.530
O -6.400 1.403 -2.513 -0.374
H -8.203 -0.728 -2.416 0.382
H -6.941 -1.911 -2.786 0.377
H -6.822 -0.888 -1.337 0.361
H -6.822 0.253 -4.165 0.275
H -4.601 -0.701 -4.159 0.416
H -4.463 -0.585 -2.391 0.275
C -5.089 5.308 -4.834 -1.362
C -6.328 6.119 -5.107 0.468
C -7.541 5.697 -4.305 -0.305
O -8.623 6.041 -5.181 -0.353
C -8.155 5.990 -6.452 0.620
O -8.836 6.003 -7.424 -0.534
O -6.804 5.919 -6.454 -0.373
H -4.230 5.708 -5.373 0.417
H -4.861 5.305 -3.770 0.376
H -5.231 4.278 -5.164 0.259
H -6.130 7.187 -4.981 0.248
H -7.642 6.220 -3.358 0.326
H -7.561 4.619 -4.128 0.203
```

Summary:
**M**: 1112.2 g mol⁻¹
**SMILES**: CC(=O)OCCCCCC[C@@H](C#N)[C@](C#N)(CCCCN)Cc1cccc(C)c1.C[C@@H]1COC(=O)O1.C[C@@H]1COC(=O)O1.C[C@@H]1COC(=O)O1.C[C@@H]1COC(=O)O1.C[C@@H]1COC(=O)O1.C[C@@H]1COC(=O)O1.C[C@@H]1COC(=O)O1
**Orbital gap**: 8.64 eV
**Maximum force**: 0.65 eV Å⁻¹
**Lowest unoccupied orbital energy**: 0.012 Ha


Computed, not measured: 13 unconnected molecules or ions with the total composition C52H78O26 in a non-equilibrium geometry, with the ωB97M-V functional and the def2-TZVPD basis.

Structure (XYZ):
```
156
Properties=species:S:1:pos:R:3:mulliken_charge:R:1
O 3.645 3.198 4.216 -0.650
C 3.105 3.679 3.265 0.316
O 3.667 4.659 2.639 -0.390
C 2.787 5.089 1.595 -0.728
C 1.869 3.971 1.267 1.583
C 1.891 3.175 2.560 0.973
H 3.270 5.460 0.691 0.439
H 2.139 5.858 2.014 0.295
H 2.340 3.377 0.484 -0.849
H 0.853 4.189 0.938 -0.289
H 1.965 2.088 2.520 -0.411
H 1.066 3.340 3.253 -0.261
O 2.689 2.718 -1.990 -0.450
C 3.885 2.417 -2.103 0.242
O 4.730 2.676 -1.167 -0.212
C 6.086 2.553 -1.611 -0.337
C 5.924 2.100 -3.064 -0.862
C 4.547 1.710 -3.261 0.018
H 6.567 1.669 -1.192 0.237
H 6.672 3.465 -1.500 0.316
H 6.619 1.278 -3.238 0.308
H 6.331 2.913 -3.666 0.285
H 4.458 0.639 -3.079 -0.033
H 4.084 2.000 -4.204 0.494
O -1.655 5.174 -0.329 -0.598
C -1.740 5.263 0.848 0.300
O -2.071 4.199 1.579 -0.030
C -2.174 4.494 2.967 0.340
C -1.758 5.947 3.106 -0.802
C -1.575 6.522 1.697 -0.442
H -1.421 3.875 3.456 -0.150
H -3.112 4.278 3.477 0.208
H -0.827 6.031 3.666 0.273
H -2.481 6.474 3.729 0.368
H -0.588 6.953 1.529 0.268
H -2.273 7.293 1.371 0.325
O 5.815 -3.580 0.067 -0.552
C 5.017 -4.417 -0.343 0.275
O 5.426 -5.637 -0.868 -0.380
C 4.339 -6.401 -1.268 -0.590
C 3.167 -5.411 -1.438 -0.203
C 3.517 -4.261 -0.511 0.994
H 4.160 -7.283 -0.653 0.268
H 4.554 -6.761 -2.273 0.346
H 2.223 -5.846 -1.110 0.338
H 3.234 -5.154 -2.495 0.035
H 3.121 -4.414 0.493 -0.277
H 3.137 -3.279 -0.794 -0.290
O -0.494 1.175 3.720 0.021
C -0.516 0.619 4.837 0.094
O 0.575 0.481 5.576 -0.477
C 0.291 -0.307 6.750 -0.622
C -1.038 -1.072 6.400 -0.540
C -1.658 -0.123 5.400 0.088
H 0.304 0.316 7.644 0.293
H 1.119 -1.002 6.893 0.374
H -1.611 -1.227 7.315 0.454
H -0.820 -2.055 5.982 0.077
H -2.213 0.647 5.937 0.522
H -2.190 -0.637 4.601 -0.170
O 0.248 -2.432 -1.446 -0.368
C -0.017 -1.291 -1.052 -0.533
O -1.192 -1.100 -0.311 -0.336
C -1.192 0.236 0.389 1.076
C 0.151 0.925 -0.030 0.703
C 0.753 0.028 -1.146 1.403
H -1.269 0.275 1.475 -0.682
H -1.961 0.903 -0.001 0.100
H 0.836 0.901 0.817 -0.983
H -0.067 1.939 -0.366 0.400
H 1.751 -0.288 -0.841 -1.208
H 0.883 0.432 -2.150 0.176
O -6.610 2.849 -1.145 -0.627
C -6.115 1.722 -1.162 0.470
O -6.517 0.715 -0.330 -0.362
C -5.941 -0.527 -0.752 -0.385
C -4.889 -0.174 -1.680 0.652
C -5.207 1.227 -2.237 -0.348
H -6.695 -1.173 -1.201 0.298
H -5.448 -1.141 0.002 0.282
H -4.806 -0.910 -2.480 0.313
H -3.877 -0.095 -1.282 -0.703
H -5.770 1.134 -3.167 0.313
H -4.339 1.883 -2.281 0.160
O 4.415 -0.609 -0.804 -0.598
C 4.258 -0.610 0.386 0.179
O 3.661 -1.575 1.164 0.126
C 3.747 -1.314 2.515 0.404
C 4.629 -0.110 2.755 -0.850
C 4.691 0.527 1.352 0.602
H 4.227 -2.192 2.949 0.368
H 2.806 -1.242 3.060 -0.637
H 5.593 -0.400 3.172 0.313
H 4.161 0.554 3.483 0.338
H 5.637 1.006 1.099 0.517
H 3.939 1.316 1.320 -0.750
O -1.732 -5.195 3.826 -0.692
C -1.084 -4.321 3.200 0.135
O -0.817 -3.077 3.734 -0.311
C -0.025 -2.321 2.840 1.070
C 0.467 -3.366 1.802 0.599
C -0.545 -4.433 1.821 -0.092
H 0.782 -1.807 3.362 -0.395
H -0.689 -1.591 2.377 -0.500
H 1.364 -3.908 2.100 -0.010
H 0.739 -3.030 0.802 -0.190
H -0.136 -5.409 1.559 0.521
H -1.404 -4.154 1.212 -0.259
O -2.085 2.950 -6.711 -0.669
C -1.350 3.206 -5.751 0.399
O -1.795 3.335 -4.506 -0.328
C -0.767 3.509 -3.536 0.523
C 0.386 4.036 -4.465 -0.346
C 0.126 3.388 -5.786 -0.158
H -0.521 2.573 -3.035 -0.371
H -0.973 4.202 -2.720 0.154
H 1.353 3.842 -4.002 0.044
H 0.285 5.105 -4.650 0.349
H 0.569 2.392 -5.778 0.048
H 0.414 3.965 -6.665 0.351
O -1.788 -7.364 -1.495 -0.663
C -2.254 -6.368 -2.063 0.557
O -2.151 -6.120 -3.357 -0.394
C -2.979 -5.057 -3.752 -0.482
C -3.055 -4.185 -2.491 0.786
C -3.005 -5.244 -1.429 0.181
H -3.924 -5.508 -4.053 0.310
H -2.579 -4.619 -4.667 0.250
H -3.964 -3.588 -2.426 0.182
H -2.209 -3.499 -2.441 -0.633
H -3.937 -5.767 -1.218 0.392
H -2.523 -4.852 -0.533 -0.346
O 2.064 -0.195 -4.796 -0.611
C 1.421 -1.261 -4.791 0.216
O 0.095 -1.225 -5.125 -0.394
C -0.478 -2.518 -4.958 0.189
C 0.721 -3.436 -4.970 -0.511
C 1.913 -2.580 -4.537 0.570
H -1.138 -2.636 -5.817 0.346
H -1.106 -2.556 -4.068 -0.272
H 0.916 -3.746 -5.996 0.363
H 0.674 -4.267 -4.266 0.300
H 2.788 -2.606 -5.185 0.414
H 2.260 -2.813 -3.530 -0.587
O -3.789 -0.873 2.454 -0.502
C -4.481 0.100 2.686 0.098
O -5.722 -0.035 3.048 -0.401
C -6.355 1.163 3.305 -0.654
C -5.443 2.243 2.707 -0.491
C -4.061 1.528 2.723 0.875
H -6.454 1.264 4.385 0.324
H -7.317 1.161 2.792 0.377
H -5.487 3.156 3.302 0.401
H -5.716 2.551 1.698 0.168
H -3.460 1.649 3.624 0.140
H -3.490 1.735 1.818 -0.362
```

Summary:
**M**: 1119.2 g mol⁻¹
**ΔE to the lowest compared entry with this formula, charge and spin**: 77.3 kcal/mol
**Orbital gap**: 9.79 eV
**Maximum force**: 5.88 eV Å⁻¹
**Lowest unoccupied orbital energy**: 0.004 Ha


Computed, not measured: 13 unconnected molecules or ions with the total composition C52H78O39 in a non-equilibrium geometry, with the ωB97M-V functional and the def2-TZVPD basis.

Structure (XYZ):
```
169
Properties=species:S:1:pos:R:3:mulliken_spin:R:1
C -6.931 -2.884 3.547 0.000
C -5.535 -3.071 4.210 0.000
C -4.559 -4.004 3.481 0.000
O -3.419 -3.115 3.401 0.000
C -3.700 -1.844 3.612 0.000
O -2.795 -0.978 3.610 0.000
O -4.993 -1.730 3.988 0.000
H -6.705 -2.862 2.480 0.000
H -7.442 -1.961 3.821 0.000
H -7.530 -3.745 3.841 0.000
H -5.609 -3.252 5.282 0.000
H -5.021 -4.252 2.525 0.000
H -4.337 -4.909 4.046 0.000
C -4.909 -3.706 -3.115 0.000
C -4.886 -4.117 -1.634 0.000
C -5.475 -3.031 -0.723 0.000
O -6.335 -3.757 0.070 0.000
C -6.478 -5.071 -0.386 0.000
O -7.278 -5.829 0.076 0.000
O -5.795 -5.222 -1.553 0.000
H -4.349 -4.404 -3.738 0.000
H -4.508 -2.706 -3.279 0.000
H -5.923 -3.645 -3.509 0.000
H -3.858 -4.354 -1.361 0.000
H -6.063 -2.352 -1.341 0.000
H -4.743 -2.428 -0.186 0.000
C 5.374 -4.504 -4.108 0.000
C 4.983 -4.089 -2.714 0.000
C 6.176 -3.480 -2.039 0.000
O 5.660 -2.365 -1.374 0.000
C 4.384 -2.089 -1.752 0.000
O 3.718 -1.170 -1.346 0.000
O 4.054 -2.993 -2.785 0.000
H 4.604 -5.009 -4.692 0.000
H 6.283 -5.100 -4.184 0.000
H 5.665 -3.654 -4.725 0.000
H 4.649 -4.935 -2.113 0.000
H 6.993 -3.213 -2.709 0.000
H 6.562 -4.202 -1.319 0.000
C 6.840 -1.375 5.443 0.000
C 5.979 -0.213 4.829 0.000
C 6.348 0.208 3.385 0.000
O 5.017 0.363 2.812 0.000
C 4.138 -0.329 3.520 0.000
O 2.989 -0.637 3.190 0.000
O 4.656 -0.733 4.638 0.000
H 7.232 -2.165 4.802 0.000
H 6.260 -1.835 6.243 0.000
H 7.701 -0.913 5.925 0.000
H 5.964 0.720 5.392 0.000
H 7.094 -0.334 2.805 0.000
H 6.743 1.212 3.538 0.000
C -0.638 5.867 0.672 0.008
C -2.121 5.599 1.081 0.003
C -2.280 5.014 2.455 0.005
O -3.359 5.783 2.908 0.036
C -3.559 6.901 2.155 -0.030
O -4.350 7.869 2.466 0.931
O -2.765 6.857 1.057 0.041
H 0.008 4.997 0.562 0.004
H -0.199 6.479 1.460 0.000
H -0.607 6.418 -0.268 0.000
H -2.570 4.944 0.335 -0.001
H -1.441 5.145 3.139 -0.001
H -2.614 3.981 2.357 0.005
C 1.900 0.599 -3.780 0.000
C 1.530 0.007 -5.151 0.000
C 2.530 0.269 -6.237 0.000
O 2.955 -1.059 -6.677 0.000
C 2.538 -1.951 -5.827 0.000
O 3.028 -3.065 -5.680 0.000
O 1.623 -1.388 -5.024 0.000
H 1.601 1.641 -3.671 0.000
H 2.955 0.571 -3.507 0.000
H 1.412 0.119 -2.931 0.000
H 0.550 0.386 -5.440 0.000
H 3.406 0.727 -5.779 0.000
H 2.196 0.934 -7.033 0.000
C -5.538 0.704 1.578 0.000
C -5.164 2.218 1.658 0.000
C -5.242 2.910 0.290 0.000
O -5.967 4.086 0.532 0.000
C -6.440 4.052 1.773 -0.001
O -6.967 5.008 2.314 0.000
O -6.149 2.915 2.393 0.000
H -6.239 0.346 0.823 0.000
H -5.990 0.410 2.525 0.000
H -4.703 0.028 1.390 0.000
H -4.181 2.371 2.104 0.000
H -5.756 2.246 -0.405 0.000
H -4.260 3.168 -0.105 0.000
C 0.364 5.536 -3.098 0.000
C 1.569 5.883 -3.938 0.000
C 1.287 6.667 -5.259 0.000
O 2.253 7.686 -5.244 0.000
C 2.840 7.773 -3.990 0.000
O 3.690 8.557 -3.640 0.000
O 2.308 6.796 -3.213 0.000
H -0.012 6.474 -2.688 0.000
H 0.664 4.913 -2.256 0.000
H -0.371 4.940 -3.639 0.000
H 2.251 5.058 -4.142 0.000
H 0.270 7.057 -5.282 0.000
H 1.534 6.008 -6.091 0.000
C 2.797 3.034 -1.168 0.000
C 3.855 2.253 -0.343 0.000
C 5.193 2.201 -1.024 0.000
O 6.069 2.553 0.020 0.000
C 5.406 2.992 1.086 0.000
O 5.864 3.477 2.097 0.000
O 4.107 2.850 0.920 0.000
H 3.148 4.056 -1.310 0.000
H 1.863 2.997 -0.607 0.000
H 2.673 2.428 -2.065 0.000
H 3.493 1.272 -0.036 0.000
H 5.332 2.943 -1.810 0.000
H 5.422 1.190 -1.359 0.000
C 1.877 -3.917 1.691 0.000
C 0.736 -4.417 0.843 0.000
C -0.161 -5.496 1.468 0.000
O -1.422 -4.983 1.301 0.000
C -1.407 -3.728 0.919 0.000
O -2.436 -3.110 0.638 0.000
O -0.158 -3.311 0.532 0.000
H 1.558 -3.658 2.701 0.000
H 2.443 -3.072 1.298 0.000
H 2.695 -4.635 1.757 0.000
H 1.056 -4.802 -0.124 0.000
H 0.075 -5.705 2.512 0.000
H -0.111 -6.399 0.860 0.000
C 0.967 -0.208 0.484 0.000
C -0.391 0.044 -0.295 0.000
C -1.718 0.098 0.527 0.000
O -2.169 1.454 0.116 0.000
C -1.301 2.073 -0.623 0.000
O -1.473 3.167 -1.182 0.000
O -0.271 1.274 -0.884 0.000
H 1.007 -1.165 1.003 0.000
H 1.263 0.576 1.182 0.000
H 1.807 -0.309 -0.204 0.000
H -0.611 -0.747 -1.013 0.000
H -1.449 0.176 1.580 0.000
H -2.540 -0.609 0.416 0.000
C -1.501 -2.004 -3.883 0.000
C -0.747 -3.309 -4.055 0.000
C 0.175 -3.703 -2.916 0.000
O -0.377 -4.843 -2.261 0.000
C -1.465 -5.198 -2.877 0.000
O -2.132 -6.197 -2.671 0.000
O -1.694 -4.372 -3.983 0.000
H -2.071 -2.041 -2.955 0.000
H -2.307 -1.919 -4.612 0.000
H -0.857 -1.126 -3.832 0.000
H -0.270 -3.432 -5.027 0.000
H 0.396 -2.882 -2.233 0.000
H 1.129 -3.945 -3.383 0.000
C 0.574 0.981 6.763 0.000
C 0.765 0.987 5.258 0.000
C -0.470 0.747 4.422 0.000
O -0.420 1.716 3.352 0.000
C 0.514 2.673 3.723 0.000
O 0.654 3.785 3.145 0.001
O 1.063 2.328 4.916 0.000
H 1.457 1.358 7.279 0.000
H 0.527 -0.084 6.994 0.000
H -0.363 1.450 7.062 0.000
H 1.538 0.260 5.008 0.000
H -1.376 0.792 5.026 0.000
H -0.496 -0.250 3.980 0.000
```

Summary:
**M**: 1327.2 g mol⁻¹
**ΔE to the lowest compared entry with this formula, charge and spin**: 0.5 kcal/mol
**2S+1**: 2
**Orbital gap (alpha / beta)**: 8.85 / 3.24 eV
**Total charge**: +1
**Maximum force**: 5.81 eV Å⁻¹
**Lowest unoccupied orbital energy (alpha / beta)**: -0.127 / -0.333 Ha


The lowest M belongs to which entry? C52H77N3O23